[1]
{"formula": "C30H33N2O3", "method": "ωB97M-V/def2-TZVPD", "spin_multiplicity": 1, "de_lowest_kcal_mol": 0.0, "total_charge": 1, "species": ["O", "O", "O", "N", "N", "C", "C", "C", "C", "C", "C", "C", "C", "C", "C", "C", "C", "C", "C", "C", "C", "C", "C", "C", "C", "C", "C", "C", "C", "C", "C", "C", "C", "C", "C", "H", "H", "H", "H", "H", "H", "H", "H", "H", "H", "H", "H", "H", "H", "H", "H", "H", "H", "H", "H", "H", "H", "H", "H", "H", "H", "H", "H", "H", "H", "H", "H", "H"], "coordinates": [[0.49, 2.10, 6.39], [-5.83, -2.33, -0.35], [3.04, 0.28, -0.48], [1.88, 2.26, -0.82], [0.06, 1.45, -1.82], [-3.06, -0.80, 1.49], [-1.11, 0.79, 5.08], [-2.31, -2.41, -3.23], [-5.17, -0.09, -0.20], [-3.91, -1.79, 1.06], [-3.23, 0.58, 1.12], [1.04, -0.73, -2.55], [0.63, 4.04, 4.91], [-6.79, -1.55, -1.18], [-1.12, -2.01, -2.60], [-4.34, 0.90, 0.26], [-0.44, -0.83, -4.61], [1.12, 3.44, 6.24], [-1.73, 1.70, 2.86], [-2.55, -2.02, -4.56], [-2.39, 1.63, 1.60], [2.93, 3.15, -0.41], [-0.99, 2.89, 3.19], [0.77, 0.29, -1.43], [0.93, 3.68, -2.62], [-0.30, 1.92, 5.30], [-1.86, 0.73, 3.92], [-0.21, -1.20, -3.28], [-4.97, -1.44, 0.20], [0.65, 2.72, -1.45], [-0.27, 3.43, -0.46], [2.05, 0.91, -0.84], [-0.28, 2.98, 4.36], [-6.35, -0.08, -1.13], [-1.63, -1.23, -5.24], [0.83, 4.05, 7.11], [-1.04, 3.77, 2.53], [1.52, -1.59, -2.06], [2.53, 3.94, 0.24], [-4.58, 1.94, 0.04], [-3.47, -2.33, -5.05], [0.30, -0.23, -5.13], [1.46, 4.24, 4.24], [0.20, 4.33, -0.04], [0.00, 3.93, -3.16], [-1.20, 3.74, -0.97], [3.43, 3.63, -1.26], [1.35, 4.61, -2.22], [1.65, 3.26, -3.33], [-3.80, -2.82, 1.36], [-1.82, -0.92, -6.27], [0.09, 4.98, 5.09], [-6.06, 0.26, -2.13], [-1.15, 0.01, 5.83], [-2.62, -0.05, 3.83], [-3.02, -3.03, -2.69], [0.29, -0.27, -0.59], [1.76, -0.30, -3.28], [-2.25, -1.05, 2.18], [3.69, 2.59, 0.15], [-0.89, -2.34, -1.58], [-2.42, 2.56, 1.03], [-0.69, 1.41, -2.51], [-7.16, 0.57, -0.77], [-6.77, -1.97, -2.19], [2.21, 3.30, 6.25], [-0.55, 2.76, 0.36], [-7.80, -1.69, -0.75]], "lowdin_charge": [0.03, 0.02, 0.07, -0.03, 0.06, 0.00, 0.04, -0.09, -0.13, 0.04, -0.18, -0.09, -0.09, -0.08, -0.05, 0.06, -0.04, -0.08, -0.17, -0.09, 0.08, -0.02, 0.05, -0.25, -0.01, -0.18, 0.01, -0.24, -0.19, -0.54, -0.02, -0.38, -0.13, -0.08, -0.08, 0.13, 0.14, 0.13, 0.09, 0.14, 0.10, 0.11, 0.13, 0.08, 0.09, 0.09, 0.10, 0.08, 0.09, 0.13, 0.11, 0.13, 0.13, 0.13, 0.12, 0.10, 0.15, 0.13, 0.11, 0.10, 0.11, 0.11, 0.14, 0.13, 0.13, 0.13, 0.04, 0.13]}

[2]
{"formula": "C30H33N3P2S5Sc", "method": "ωB97M-V/def2-TZVPD", "spin_multiplicity": 1, "de_lowest_kcal_mol": 12.8, "total_charge": -1, "species": ["Sc", "S", "S", "S", "S", "S", "P", "P", "N", "N", "N", "C", "C", "C", "C", "C", "C", "C", "C", "C", "C", "C", "C", "C", "C", "C", "C", "C", "C", "C", "C", "C", "C", "C", "C", "C", "C", "C", "C", "C", "C", "H", "H", "H", "H", "H", "H", "H", "H", "H", "H", "H", "H", "H", "H", "H", "H", "H", "H", "H", "H", "H", "H", "H", "H", "H", "H", "H", "H", "H", "H", "H", "H", "H"], "coordinates": [[-0.09, -0.40, -0.36], [-1.31, -2.31, -1.75], [-2.15, 1.38, 0.30], [1.14, 2.51, -0.26], [1.01, -2.87, -0.08], [-0.21, -5.10, -1.67], [1.20, 1.43, -1.99], [-1.91, 1.87, -1.64], [-1.46, -1.60, 1.30], [2.38, -0.33, 0.35], [0.30, 0.44, 2.06], [2.55, -0.51, 1.80], [1.12, 3.99, -3.26], [-4.70, -0.51, -3.51], [-0.99, 1.28, -6.15], [-2.65, 4.30, -2.91], [-0.63, -0.15, 3.03], [-3.45, 1.25, -2.44], [1.46, 4.90, -4.25], [1.70, 0.53, 2.49], [-0.93, -1.59, 2.66], [-2.73, 5.68, -3.02], [-3.49, 0.00, -3.05], [-0.55, 0.99, -2.35], [-5.84, 1.46, -2.76], [-2.26, 6.49, -1.99], [-0.43, 0.09, -6.58], [-0.15, -3.50, -1.22], [0.09, -0.79, -5.64], [1.62, 2.68, -3.29], [-4.64, 1.97, -2.28], [2.31, 4.52, -5.29], [2.46, 2.31, -4.34], [-0.57, 0.68, -3.82], [-2.09, 3.70, -1.78], [-1.04, 1.58, -4.79], [-1.64, 4.52, -0.74], [-1.72, 5.91, -0.85], [0.02, -0.50, -4.28], [2.81, 3.22, -5.33], [-5.87, 0.22, -3.38], [1.79, 0.44, 3.58], [3.59, -0.42, 2.12], [-0.02, -2.18, 2.66], [-1.37, 2.00, -6.86], [2.84, -1.07, -0.15], [-3.04, 3.69, -3.71], [-3.17, 6.13, -3.91], [-1.42, 2.54, -4.48], [0.54, -1.73, -5.96], [2.76, 0.55, 0.06], [-2.41, -1.25, 1.27], [-4.63, 2.92, -1.77], [2.21, -1.52, 2.06], [-1.62, -2.02, 3.39], [3.47, 2.92, -6.14], [0.48, 4.29, -2.44], [-1.56, 0.42, 3.00], [-2.60, -0.60, -3.14], [2.59, 5.23, -6.06], [-0.24, -0.10, 4.05], [-1.35, 6.53, -0.04], [2.08, 1.51, 2.20], [1.07, 5.91, -4.22], [-0.39, -0.15, -7.64], [-6.75, 2.03, -2.63], [-1.47, -2.54, 0.92], [-4.71, -1.50, -3.97], [-6.81, -0.18, -3.76], [0.40, -1.20, -3.56], [-0.02, 1.36, 1.79], [2.83, 1.29, -4.38], [-1.21, 4.07, 0.14], [-2.31, 7.57, -2.08]], "lowdin_charge": [0.46, 0.48, 0.35, 0.23, 0.47, 0.39, 0.52, 0.56, -0.10, -0.13, -0.15, -0.26, -0.11, -0.06, -0.09, -0.11, -0.23, -0.32, -0.09, -0.23, -0.24, -0.08, -0.09, -0.69, -0.09, -0.10, -0.11, -1.80, -0.08, -0.40, -0.10, -0.11, -0.11, -0.37, -0.34, -0.06, -0.14, -0.08, -0.09, -0.10, -0.10, 0.11, 0.11, 0.09, 0.10, 0.03, 0.10, 0.10, 0.09, 0.10, 0.00, 0.06, 0.10, 0.08, 0.11, 0.09, 0.07, 0.10, 0.03, 0.09, 0.11, 0.10, 0.08, 0.10, 0.09, 0.10, 0.03, 0.11, 0.10, 0.07, -0.01, 0.10, 0.04, 0.10]}

[3]
{"formula": "C30H33N4O2RuS4", "method": "ωB97M-V/def2-TZVPD", "spin_multiplicity": 1, "de_lowest_kcal_mol": 0.0, "total_charge": 1, "species": ["Ru", "S", "S", "S", "S", "O", "O", "N", "N", "N", "N", "C", "C", "C", "C", "C", "C", "C", "C", "C", "C", "C", "C", "C", "C", "C", "C", "C", "C", "C", "C", "C", "C", "C", "C", "C", "C", "C", "C", "C", "C", "H", "H", "H", "H", "H", "H", "H", "H", "H", "H", "H", "H", "H", "H", "H", "H", "H", "H", "H", "H", "H", "H", "H", "H", "H", "H", "H", "H", "H", "H", "H", "H", "H"], "coordinates": [[0.14, -0.06, -0.12], [-0.53, -1.10, -3.40], [-0.68, 0.91, -3.38], [0.12, -1.75, -1.62], [-0.44, 1.60, -1.52], [0.64, -1.69, 1.27], [2.81, -3.90, 2.70], [-1.94, -0.13, 0.51], [0.47, -4.70, 1.48], [0.16, 1.42, 1.25], [2.23, 0.46, -0.32], [3.00, 3.41, 2.63], [-1.35, 3.26, 1.99], [-0.04, -4.17, 2.58], [0.68, -1.76, 2.55], [3.93, -4.05, -0.79], [1.60, -4.57, -0.64], [4.02, 3.03, 1.76], [0.98, -0.77, 4.75], [-3.73, 2.88, 1.87], [1.14, -0.72, 3.39], [-3.49, 1.63, 1.33], [2.74, -4.41, -1.41], [-1.08, 1.98, 1.49], [-2.65, 3.69, 2.18], [1.40, 1.99, 1.46], [4.01, -3.54, 3.37], [-2.19, 1.19, 1.11], [3.98, -3.85, 0.58], [1.64, -4.36, 0.73], [-2.19, -1.16, 1.55], [0.34, -1.87, 5.38], [3.07, -0.70, 0.06], [2.84, -4.02, 1.36], [-0.04, -2.93, 4.62], [-2.86, -0.41, -0.61], [0.20, -2.95, 3.21], [2.47, 1.56, 0.65], [2.65, 0.86, -1.69], [3.74, 2.08, 0.79], [1.72, 2.89, 2.49], [-4.75, 3.22, 2.03], [1.61, 0.14, 2.94], [4.36, -2.56, 3.03], [2.15, 1.78, -1.98], [2.70, -4.57, -2.48], [5.01, 3.44, 1.86], [4.13, -0.46, -0.07], [0.97, 3.16, 3.22], [4.83, -3.93, -1.38], [4.79, -4.29, 3.21], [-1.65, -0.90, 2.46], [3.76, -3.49, 4.42], [-3.26, -1.19, 1.79], [-2.57, -1.35, -1.07], [-2.82, 4.69, 2.57], [3.73, 1.02, -1.73], [1.33, 0.06, 5.35], [-2.80, 0.39, -1.34], [0.66, -4.85, -1.10], [2.81, -1.55, -0.57], [0.07, -5.58, 1.21], [2.88, -0.96, 1.10], [4.92, -3.59, 1.05], [-3.89, -0.50, -0.26], [-0.73, -4.85, 3.09], [4.54, 1.75, 0.14], [-0.54, 3.94, 2.20], [2.39, 0.06, -2.38], [-0.48, -3.80, 5.08], [3.20, 4.10, 3.43], [-1.86, -2.14, 1.19], [-4.33, 1.00, 1.06], [0.19, -1.87, 6.45]], "lowdin_charge": [0.80, 0.11, 0.13, 0.22, 0.32, -0.21, -0.07, -0.31, 0.15, -0.11, -0.30, -0.07, -0.02, 0.01, -0.37, -0.07, -0.07, -0.08, -0.04, -0.08, 0.00, -0.03, -0.09, -0.26, -0.07, -0.25, -0.04, -0.23, -0.02, -0.16, -0.04, -0.07, -0.07, -0.23, -0.03, -0.11, -0.16, -0.20, -0.10, -0.03, -0.03, 0.11, 0.09, 0.10, 0.06, 0.11, 0.11, 0.10, 0.10, 0.12, 0.10, 0.10, 0.10, 0.10, 0.05, 0.11, 0.09, 0.12, 0.05, 0.11, 0.06, 0.17, 0.08, 0.11, 0.09, 0.15, 0.11, 0.09, 0.07, 0.12, 0.11, 0.09, 0.11, 0.11]}

[4]
{"formula": "C30H33N7O5PTeZn", "method": "ωB97M-V/def2-TZVPD", "spin_multiplicity": 1, "de_lowest_kcal_mol": 11.7, "total_charge": -1, "species": ["Te", "Zn", "P", "O", "O", "O", "O", "O", "N", "N", "N", "N", "N", "N", "N", "C", "C", "C", "C", "C", "C", "C", "C", "C", "C", "C", "C", "C", "C", "C", "C", "C", "C", "C", "C", "C", "C", "C", "C", "C", "C", "C", "C", "C", "C", "H", "H", "H", "H", "H", "H", "H", "H", "H", "H", "H", "H", "H", "H", "H", "H", "H", "H", "H", "H", "H", "H", "H", "H", "H", "H", "H", "H", "H", "H", "H", "H", "H"], "coordinates": [[-4.77, 0.67, 1.46], [-0.28, 0.28, 0.65], [-3.43, 0.56, -0.53], [-0.88, 1.54, 2.40], [0.21, 2.38, 0.34], [-1.95, 0.26, -0.47], [-3.60, 1.81, -1.54], [-4.04, -0.65, -1.43], [3.60, -0.29, -0.91], [0.01, 3.28, 1.26], [3.50, -0.21, 0.46], [-0.34, -1.40, 1.95], [-0.32, -2.63, 1.49], [0.85, -0.82, -0.59], [-0.57, 2.81, 2.30], [-2.77, 2.92, -1.35], [2.24, -6.28, -0.54], [-1.27, -1.29, 2.92], [-3.21, 3.81, -0.29], [-1.86, -2.59, 3.08], [-2.69, -2.67, -1.54], [1.05, -2.16, -0.58], [0.06, 4.74, 3.72], [2.62, 0.29, -1.86], [3.04, 0.95, -3.00], [0.60, -3.02, 0.41], [4.62, -1.08, -1.33], [5.30, -1.47, -0.21], [1.66, -2.84, -1.62], [1.29, -0.06, -1.67], [2.69, 2.10, -5.23], [1.72, -4.92, -0.52], [-2.08, 3.56, 4.06], [-0.21, 5.57, 4.78], [-2.29, 4.36, 5.20], [-1.27, -3.39, 2.09], [-1.43, 5.38, 5.53], [0.43, 0.31, -2.72], [1.00, -4.36, 0.50], [2.00, -4.12, -1.61], [2.16, 1.32, -4.06], [4.58, -0.87, 0.82], [0.85, 0.95, -3.88], [-0.88, 3.75, 3.45], [-3.91, -2.03, -0.94], [4.09, 1.13, -3.18], [6.26, -1.99, -0.27], [4.87, -0.91, 1.88], [-1.66, 6.11, 6.28], [-1.62, -0.35, 3.31], [4.77, -1.43, -2.29], [0.84, -4.83, 1.47], [1.42, -7.03, -0.49], [-3.19, 4.28, 5.70], [-2.69, -2.85, 3.64], [-2.91, -3.10, -2.48], [0.07, 1.25, -4.57], [-0.60, -0.01, -2.57], [-1.71, 2.67, -1.31], [2.93, -6.58, 0.28], [3.59, 1.58, -5.54], [1.00, 4.82, 3.19], [-1.48, -4.39, 1.71], [-3.88, -2.03, 0.16], [-4.81, -2.45, -1.26], [-4.28, 4.00, -0.43], [-2.69, 4.80, -0.45], [-2.05, -1.86, -1.87], [-2.75, 2.79, 3.64], [0.48, 6.42, 4.86], [-2.15, -3.34, -0.77], [-3.08, 3.39, 0.76], [3.02, 3.08, -5.00], [-2.85, 3.51, -2.34], [1.98, 2.17, -6.05], [2.44, -4.62, -2.47], [2.66, -6.43, -1.51], [1.90, -2.28, -2.51]], "lowdin_charge": [0.25, 0.69, 0.14, -0.18, -0.20, -0.39, -0.26, -0.32, -0.07, -0.02, 0.12, 0.01, -0.07, 0.00, -0.23, -0.37, -0.08, -0.10, -0.13, -0.03, -0.07, -0.24, -0.04, -0.11, 0.02, -0.10, -0.10, -0.09, -0.03, -0.28, -0.06, -0.33, 0.00, -0.08, -0.08, -0.07, -0.08, 0.01, 0.01, -0.07, -0.27, -0.20, -0.05, -0.16, -0.28, 0.11, 0.09, 0.10, 0.08, 0.08, 0.10, 0.12, 0.09, 0.07, 0.06, 0.05, 0.11, 0.10, 0.09, 0.09, 0.07, 0.11, 0.12, 0.06, 0.09, 0.08, 0.10, 0.06, 0.11, 0.10, 0.10, 0.05, 0.06, 0.14, 0.08, 0.11, 0.06, 0.12]}

[5]
{"formula": "C30H33O", "method": "ωB97M-V/def2-TZVPD", "spin_multiplicity": 1, "e_tot_ev": -33684.996, "total_charge": 1, "species": ["O", "C", "C", "C", "C", "C", "C", "C", "C", "C", "C", "C", "C", "C", "C", "C", "C", "C", "C", "C", "C", "C", "C", "C", "C", "C", "C", "C", "C", "C", "C", "H", "H", "H", "H", "H", "H", "H", "H", "H", "H", "H", "H", "H", "H", "H", "H", "H", "H", "H", "H", "H", "H", "H", "H", "H", "H", "H", "H", "H", "H", "H", "H", "H"], "coordinates": [[-0.41, 4.82, -0.67], [-2.10, 6.31, -1.49], [-1.15, 2.66, 0.03], [0.30, 1.48, -2.06], [1.30, -2.80, 3.58], [0.03, 0.41, 5.37], [-0.75, 6.48, -3.94], [0.34, -3.00, 2.65], [1.48, -3.62, -3.74], [0.33, -4.23, 1.79], [-0.28, -3.02, -2.18], [-0.77, -2.02, 2.43], [-2.02, 7.04, -3.79], [2.49, -3.69, 3.74], [-1.19, 1.30, -0.15], [0.06, -0.73, 4.40], [-0.41, 0.63, -1.16], [-0.89, -0.93, 3.47], [-0.88, 5.65, -1.70], [-2.14, -0.11, 3.44], [1.99, -2.31, -3.63], [1.46, -1.40, -2.72], [-2.70, 6.96, -2.57], [0.26, -1.70, -2.00], [0.43, 2.84, -1.83], [2.14, -4.65, -4.61], [-0.37, 3.44, -0.84], [0.33, -3.95, -3.00], [-0.47, -0.79, -1.19], [1.24, -1.63, 4.52], [-0.15, 5.81, -2.87], [-0.08, -4.96, -3.10], [0.85, 5.38, -2.95], [-1.29, -1.22, -0.61], [-2.87, -0.52, 2.72], [1.33, -1.99, 5.56], [0.95, 0.38, 5.97], [-1.71, 3.15, 0.83], [-2.65, -0.06, 4.42], [1.95, -0.43, -2.58], [-2.47, 7.58, -4.63], [-2.58, 6.25, -0.51], [1.13, 3.46, -2.40], [2.60, -5.45, -4.01], [-0.20, 6.57, -4.88], [-1.23, -3.27, -1.69], [-1.72, -2.58, 2.43], [2.15, -1.02, 4.36], [1.19, -4.23, 1.10], [-1.86, 0.70, 0.47], [-1.93, 0.93, 3.15], [-0.82, 0.37, 6.07], [-0.73, -1.61, 1.38], [0.00, 1.38, 4.86], [0.75, 1.07, -2.97], [2.23, -4.71, 4.04], [1.40, -5.15, -5.25], [-3.68, 7.42, -2.44], [3.07, -3.75, 2.81], [3.15, -3.26, 4.52], [0.39, -5.16, 2.37], [2.85, -2.03, -4.26], [2.92, -4.21, -5.24], [-0.58, -4.27, 1.19]], "lowdin_charge": [0.02, 0.00, 0.04, 0.03, -0.25, -0.05, -0.07, -0.25, -0.23, -0.06, 0.01, -0.12, -0.08, -0.05, 0.02, -0.25, -0.17, -0.24, -0.24, -0.06, 0.00, 0.01, -0.07, -0.18, 0.04, -0.03, -0.18, -0.01, 0.11, -0.13, -0.02, 0.13, 0.11, 0.12, 0.07, 0.14, 0.08, 0.14, 0.09, 0.11, 0.11, 0.12, 0.12, 0.10, 0.11, 0.13, 0.13, 0.14, 0.08, 0.12, 0.07, 0.09, 0.10, 0.09, 0.12, 0.09, 0.10, 0.11, 0.09, 0.08, 0.09, 0.13, 0.09, 0.07]}

[6]
{"formula": "C30H34As2O8P2RuS", "method": "ωB97M-V/def2-TZVPD", "spin_multiplicity": 5, "de_lowest_kcal_mol": 32.8, "total_charge": 2, "species": ["Ru", "As", "As", "S", "P", "P", "O", "O", "O", "O", "O", "O", "O", "O", "C", "C", "C", "C", "C", "C", "C", "C", "C", "C", "C", "C", "C", "C", "C", "C", "C", "C", "C", "C", "C", "C", "C", "C", "C", "C", "C", "C", "C", "C", "H", "H", "H", "H", "H", "H", "H", "H", "H", "H", "H", "H", "H", "H", "H", "H", "H", "H", "H", "H", "H", "H", "H", "H", "H", "H", "H", "H", "H", "H", "H", "H", "H", "H"], "coordinates": [[0.05, -2.28, 0.30], [1.09, 1.77, 0.45], [-1.76, -0.39, -1.43], [0.57, -3.90, -2.39], [1.97, -1.39, 1.96], [2.30, -3.99, 0.97], [2.01, -0.67, 0.64], [3.25, -5.08, 0.89], [2.78, -2.77, 1.97], [1.81, -3.23, -0.28], [0.49, -1.70, 2.26], [2.66, -0.54, 3.08], [0.87, -4.41, 1.60], [-0.41, -2.97, -1.55], [-2.77, 3.53, -2.39], [5.37, 3.39, 1.38], [-0.58, 3.62, 2.07], [-0.51, -4.26, -3.80], [4.37, 3.36, 2.35], [-1.44, -5.38, -3.35], [-1.05, 5.88, 1.42], [0.10, 3.44, 0.88], [0.86, 1.41, -1.45], [-2.48, 1.41, -1.27], [-1.94, -0.30, 1.62], [-2.47, -3.03, 1.87], [-1.15, 4.85, 2.34], [-2.48, -2.21, 2.99], [0.25, 4.47, -0.04], [-0.35, 5.69, 0.24], [3.12, 2.87, 2.03], [-2.18, 2.27, -2.32], [5.10, 2.96, 0.08], [0.16, 0.11, -1.89], [-3.42, 1.79, -0.32], [-3.67, 3.92, -1.40], [-1.86, -1.11, 0.47], [0.32, -5.55, -1.65], [-2.24, -0.84, 2.85], [-4.00, 3.05, -0.38], [-2.18, -2.49, 0.60], [-0.53, -6.37, -2.62], [2.86, 2.42, 0.73], [3.85, 2.46, -0.24], [-0.25, 6.50, -0.48], [3.05, -1.04, 3.82], [-3.73, 1.10, 0.46], [0.80, -0.73, -1.66], [-4.14, 4.90, -1.45], [-1.77, 0.77, 1.53], [0.36, 2.28, -1.87], [-1.94, -5.84, -4.20], [-1.52, 1.96, -3.12], [0.84, 4.36, -0.94], [-2.21, -4.99, -2.68], [-2.54, 4.19, -3.21], [-1.10, -7.13, -2.09], [-2.74, -4.07, 1.96], [-1.68, 5.01, 3.28], [-2.70, -2.62, 3.97], [4.58, 3.70, 3.36], [-2.43, -3.06, -0.28], [-1.50, 6.85, 1.63], [2.34, 2.85, 2.78], [1.30, -5.98, -1.45], [0.08, 0.14, -2.98], [6.36, 3.75, 1.63], [-0.65, 2.82, 2.80], [-1.00, -3.32, -4.07], [3.66, 2.12, -1.25], [5.87, 3.02, -0.68], [1.88, 1.36, -1.84], [0.11, -6.88, -3.35], [-0.18, -5.35, -0.71], [0.15, -4.58, -4.60], [-2.29, -0.20, 3.73], [0.96, -5.06, 2.32], [-4.72, 3.34, 0.38]], "lowdin_spin": [2.43, 0.46, 0.03, 0.01, 0.02, 0.01, 0.18, 0.01, 0.00, 0.06, 0.02, 0.00, 0.04, 0.07, 0.00, 0.04, 0.00, 0.00, 0.00, 0.00, 0.00, 0.12, 0.07, 0.00, 0.07, 0.08, 0.00, 0.01, 0.03, 0.01, 0.03, 0.00, 0.00, 0.02, 0.00, 0.00, 0.00, 0.01, 0.04, 0.00, -0.03, 0.00, 0.05, 0.03, 0.00, 0.00, 0.00, 0.00, 0.00, 0.01, 0.01, 0.00, 0.00, 0.00, 0.00, 0.00, 0.00, 0.00, 0.00, 0.00, 0.00, 0.00, 0.00, 0.00, 0.00, 0.00, 0.00, 0.00, 0.00, 0.00, 0.00, 0.00, 0.00, 0.00, 0.00, 0.00, 0.00, 0.00]}